{"formula": "C4H6N2O2", "method": "wB97M-V/def2-TZVPD", "elements": ["N", "C", "C", "C", "N", "O", "C", "O", "H", "H", "H", "H", "H", "H"], "positions_angstrom": [[-0.56, -1.94, -0.90], [-0.37, -0.69, -0.29], [-1.45, 0.01, 0.31], [-0.92, 1.21, 0.71], [0.52, 1.15, 0.52], [1.27, 2.16, 0.99], [0.84, 0.01, -0.17], [2.12, -0.44, -0.45], [0.31, -2.46, -1.23], [-1.46, -2.11, -1.45], [-2.50, -0.35, 0.26], [-1.36, 2.17, 1.04], [1.44, 1.99, 2.02], [2.13, -0.72, -1.36]], "mulliken_charge": [-0.538, 0.584, -0.598, -0.601, 0.307, -0.485, 0.085, -0.544, 0.198, 0.203, 0.336, 0.383, 0.358, 0.312], "smiles": "Nc1ccn(O)c1O", "e_tot_ev": -11317.080, "homo_ev": -6.998, "fmax_ev_per_a": 4.12, "lumo_energy_ev": 0.608}

---

{"formula": "C4H6N2O2", "method": "wB97M-V/def2-TZVPD", "elements": ["O", "N", "O", "N", "C", "C", "C", "C", "H", "H", "H", "H", "H", "H"], "positions_angstrom": [[-4.47, -0.99, 0.57], [-3.86, -0.05, 0.11], [-4.25, 1.08, 0.30], [-2.93, -0.18, -0.90], [-1.68, -0.06, -0.84], [-0.65, -0.14, 0.30], [0.47, 0.82, 0.37], [0.67, -0.62, -0.06], [-1.20, -0.06, -1.81], [-1.22, -0.40, 1.26], [0.77, 1.08, 1.29], [0.79, 1.58, -0.50], [0.84, -0.59, -1.06], [1.22, -1.24, 0.64]], "mulliken_charge": [-0.567, 1.020, -0.540, -0.450, -0.096, 0.120, -0.490, -0.757, 0.342, 0.331, 0.311, 0.198, 0.328, 0.249], "smiles": "O=[N+]([O-])/N=C\\C1CC1", "e_tot_ev": -11314.492, "homo_ev": -10.552, "fmax_ev_per_a": 4.87, "lumo_energy_ev": 0.520}

---

{"formula": "C4H6N2O2", "method": "wB97M-V/def2-TZVPD", "elements": ["C", "N", "N", "C", "C", "C", "O", "O", "H", "H", "H", "H", "H", "H"], "positions_angstrom": [[0.16, 1.75, 1.54], [-0.88, 1.33, 1.00], [-0.83, 0.53, -0.14], [-1.54, -0.76, -0.19], [0.00, -0.78, 0.06], [0.73, -0.84, -1.16], [0.20, -0.72, -2.17], [2.16, -0.82, -0.91], [-0.06, 2.51, 2.23], [1.19, 1.53, 1.20], [-2.40, -1.00, 0.56], [-1.85, -1.34, -1.25], [0.60, -0.85, 1.02], [2.52, -0.54, -1.78]], "mulliken_charge": [-0.270, -0.635, 0.161, -0.365, -0.317, 0.443, -0.446, -0.499, 0.306, 0.267, 0.305, 0.195, 0.509, 0.346], "smiles": "C=NN1C[C@H]1C(=O)O", "e_tot_ev": -11316.468, "homo_ev": -9.497, "fmax_ev_per_a": 5.49, "lumo_energy_ev": 0.703}